Entry i
Computed, not measured: 2 unconnected molecules or ions with the total composition C10H16BNS2, with ωB97M-V/def2-TZVPD.

```
30
Properties=species:S:1:pos:R:3
S 1.27 -1.73 -1.55
S -1.22 0.25 -2.59
N -1.46 -1.40 0.54
C 1.32 -0.05 3.51
C 2.77 0.72 -1.69
C -2.98 1.97 -1.31
C 0.97 -1.41 3.37
C 2.40 -0.67 -2.45
C 0.62 0.82 2.60
C -2.76 0.53 -1.57
C -0.55 -0.96 1.51
C -0.30 0.39 1.65
C 0.16 -1.85 2.27
B -0.27 -0.80 -1.62
H -0.71 1.21 0.98
H -0.08 -2.97 2.04
H 3.65 1.02 -2.23
H 1.94 1.38 -1.95
H -3.49 -0.08 -2.11
H -2.72 0.03 -0.67
H 2.01 -0.32 -3.38
H 1.23 -2.11 4.10
H 2.69 0.61 -0.65
H -1.53 -2.37 0.53
H 2.05 0.16 4.23
H 3.37 -1.23 -2.64
H -3.83 1.90 -0.53
H -2.13 2.57 -0.86
H 0.90 1.82 2.70
H -3.31 2.57 -2.25
```

Orbital gap (spin up / spin down) in eV: 6.78 / 6.78

***

Entry ii
Computed, not measured: a single C10H16BNS2 molecule, with ωB97M-V/def2-TZVPD.

```
30
Properties=species:S:1:pos:R:3
S 0.52 -2.17 -0.42
S 2.18 0.47 -0.71
N -0.71 0.46 -0.56
C -2.53 -1.07 0.02
C -3.88 -1.24 0.30
C -4.26 1.09 0.01
C 2.28 -2.70 -0.47
C 1.88 2.24 -0.33
C 2.97 -2.56 0.88
C -4.75 -0.17 0.30
C 3.14 2.83 0.27
C -2.04 0.20 -0.27
C -2.93 1.28 -0.28
B 0.59 -0.38 -0.54
H 1.62 2.74 -1.27
H -4.93 1.95 0.00
H 2.42 -3.11 1.64
H 2.24 -3.74 -0.78
H 3.96 2.81 -0.44
H -1.87 -1.92 0.03
H -2.55 2.27 -0.51
H -4.24 -2.23 0.52
H -0.56 1.43 -0.77
H 2.79 -2.12 -1.24
H 3.02 -1.52 1.17
H 3.44 2.26 1.15
H 2.96 3.86 0.57
H 1.05 2.31 0.37
H 3.98 -2.95 0.82
H -5.80 -0.31 0.52
```

Orbital gap in eV: 8.47
Structure (SMILES): CCSB(Nc1ccccc1)SCC

***

Which of them is the most stable? Correct choice: entry ii.

***

Entry i
Computed, not measured: 2 unconnected molecules or ions with the total composition C11H14N2O, with ωB97M-V/def2-TZVPD.

```
28
Properties=species:S:1:pos:R:3
O 1.68 2.89 -1.49
N -0.32 -2.39 -0.28
N -0.15 -2.54 -2.45
C 1.67 -3.80 0.45
C 0.54 3.51 0.55
C -0.86 -2.04 -1.41
C 0.75 -3.18 -0.56
C 0.74 2.67 -0.53
C -2.19 1.69 2.45
C -0.39 3.18 1.53
C -1.03 1.96 1.49
C -0.88 1.13 0.38
C 0.90 -3.24 -1.92
C 0.01 1.50 -0.63
H -0.54 3.90 2.32
H 1.92 -4.82 0.15
H -0.12 -2.32 -3.43
H -1.75 -1.44 -1.55
H 0.29 0.80 -1.40
H 1.80 3.83 -1.65
H 1.21 4.37 0.64
H 1.31 -3.62 1.45
H -2.05 2.17 3.41
H 2.63 -3.33 0.32
H -3.05 2.13 1.95
H -1.24 0.12 0.33
H 1.58 -3.77 -2.57
H -2.46 0.65 2.43
```

Orbital gap in eV: 9.08
Structure (SMILES): Cc1ccc(O)cc1.Cc1c[nH]cn1

***

Entry ii
Computed, not measured: 2 unconnected molecules or ions with the total composition C11H14N2O, with ωB97M-V/def2-TZVPD.

```
28
Properties=species:S:1:pos:R:3
O -3.15 -0.50 0.00
N 3.16 -2.04 0.13
N 1.12 -1.43 -0.39
C -0.62 2.78 0.37
C -1.73 2.60 1.21
C 1.21 -2.80 -0.47
C -0.45 1.90 -0.68
C 2.49 -3.20 -0.16
C -2.54 1.49 1.11
C 2.29 -1.01 -0.01
C 0.24 4.00 0.55
C 0.04 -3.66 -0.78
C -2.32 0.60 0.06
C -1.25 0.76 -0.80
H 0.73 4.23 -0.40
H -3.37 1.26 1.77
H 0.29 2.02 -1.46
H -1.92 3.33 1.99
H -1.01 -0.05 -1.48
H -0.29 4.87 0.95
H 0.31 -4.71 -0.77
H 2.86 -4.21 -0.18
H 4.13 -1.99 0.37
H 1.06 3.80 1.24
H 2.65 0.01 0.02
H -2.77 -1.19 -0.55
H -0.68 -3.51 0.04
H -0.51 -3.36 -1.67
```

Orbital gap in eV: 8.80
Structure (SMILES): Cc1ccc(O)cc1.Cc1c[nH]cn1

***

Entry iii
Computed, not measured: 2 unconnected molecules or ions with the total composition C11H14N2O, with ωB97M-V/def2-TZVPD.

```
28
Properties=species:S:1:pos:R:3
O -1.64 -3.21 1.29
N 0.17 -1.86 1.27
N 1.37 0.39 -1.66
C 2.48 1.60 1.61
C -1.07 0.96 -1.80
C 2.34 0.58 -0.70
C -0.74 1.62 0.94
C -1.91 1.92 0.27
C 1.74 1.00 0.45
C -0.84 -2.54 0.67
C -0.68 -2.62 -0.84
C -2.09 1.55 -1.07
C 0.15 0.80 -1.15
C 0.34 1.08 0.22
H 3.38 0.54 -0.96
H -1.26 -1.88 -1.38
H -0.63 1.81 2.00
H 0.33 -2.53 -1.22
H -1.21 0.72 -2.84
H -3.06 1.59 -1.53
H -2.73 2.31 0.85
H 0.88 -1.35 0.77
H 3.56 1.59 1.56
H 1.40 0.08 -2.61
H 2.07 2.58 1.80
H 0.34 -1.79 2.26
H -1.07 -3.60 -1.10
H 2.21 1.12 2.56
```

Orbital gap in eV: 8.83
Structure (SMILES): Cc1c[nH]c2ccccc12.CC(N)=O

***

Which of them is the most stable? Correct choice: entry iii.

***

Entry i
Computed, not measured: a single CH3ClFNS molecule, with ωB97M-V/def2-TZVPD.

```
8
Properties=species:S:1:pos:R:3
Cl -2.67 -0.34 -0.36
S -0.97 -0.15 1.01
F 0.66 -2.09 0.43
N -0.16 1.15 0.92
C -0.04 -1.17 -0.30
H 0.71 -0.54 -0.91
H -0.66 -1.62 -1.08
H -0.26 1.72 1.77
```

Orbital gap in eV: 9.95

***

Entry ii
Computed, not measured: a single CH3ClFNS molecule, with ωB97M-V/def2-TZVPD.

```
8
Properties=species:S:1:pos:R:3
Cl -0.68 2.32 -1.06
S -1.02 0.79 0.45
F -1.39 -1.56 -0.76
N 0.19 0.71 1.37
C -0.47 -0.50 -0.72
H -0.40 0.02 -1.65
H 0.09 1.27 2.24
H 0.40 -0.80 -0.29
```

Orbital gap in eV: 9.77

***

Which of them is the most stable? Correct choice: entry ii.

***

Entry i
Computed, not measured: a molecular structure, C31H26BaClN6O7S2Se2, with ωB97M-V/def2-TZVPD.

```
76
Properties=species:S:1:pos:R:3
Ba 0.21 0.02 -1.56
Se 2.30 -3.99 -1.32
Se 3.17 -2.61 -2.95
Cl 0.26 0.40 -4.90
S 2.45 2.98 -2.69
S -4.06 -2.59 -0.04
O -0.25 -0.61 6.35
O -0.72 -0.66 -4.79
O 3.82 3.41 -3.05
O 1.48 -0.04 -4.24
O 0.50 0.74 -6.26
O 2.74 4.80 4.94
O -0.25 1.54 -4.15
N 3.13 -0.71 -0.83
N 2.22 2.18 -1.48
N -2.59 0.52 -2.09
N 0.28 2.83 1.04
N -0.05 -3.01 -2.55
N -1.54 1.00 1.82
C -2.47 -0.53 3.40
C -2.92 -1.46 -0.77
C -0.51 0.69 3.95
C 3.86 -1.20 -1.83
C -3.04 1.47 -2.91
C -1.44 -0.94 5.64
C -1.62 -1.63 -0.35
C -3.43 -0.46 -1.70
C 3.28 4.36 3.70
C -1.59 -2.73 0.57
C -2.79 -3.33 0.83
C -1.57 -5.28 -2.04
C -1.31 -3.11 -2.97
C 5.13 -0.74 -2.14
C -4.33 1.51 -3.40
C -0.59 1.30 2.70
C 0.46 -4.05 -1.91
C 5.68 0.26 -1.36
C 3.68 0.23 -0.07
C 2.23 3.83 2.76
C 1.11 3.79 0.66
C 2.09 4.33 1.48
C -4.75 -0.49 -2.17
C -2.46 0.11 2.18
C 0.39 2.36 2.29
C -5.20 0.50 -3.02
C -2.11 -4.22 -2.74
C 4.95 0.74 -0.28
C -0.25 -5.21 -1.63
C -1.46 -0.24 4.31
C 1.36 2.83 3.17
H 1.99 5.37 4.74
H 3.84 5.17 3.21
H -2.32 -0.64 6.22
H -3.13 -4.23 -3.09
H -2.99 -4.17 1.48
H -0.26 -1.06 7.19
H -6.22 0.48 -3.39
H 0.23 -6.03 -1.11
H -2.16 -6.16 -1.83
H 0.28 0.92 4.65
H -3.22 -0.11 1.44
H 1.45 2.44 4.17
H 5.67 -1.17 -2.97
H -2.31 2.21 -3.20
H -1.50 -2.02 5.47
H -4.63 2.31 -4.06
H -0.68 -3.09 1.05
H 6.65 0.66 -1.59
H -5.41 -1.30 -1.87
H 5.33 1.53 0.35
H 2.73 5.12 1.10
H -3.24 -1.26 3.62
H 3.99 3.57 3.96
H 3.06 0.66 0.71
H -1.68 -2.25 -3.51
H 0.99 4.13 -0.36
```

Net charge: -1
Orbital gap in eV: 6.83

***

Entry ii
Computed, not measured: a molecular structure, C31H26BaClN6O7S2Se2, with ωB97M-V/def2-TZVPD.

```
76
Properties=species:S:1:pos:R:3
Ba 0.01 -0.04 -0.73
Se -0.47 -6.00 -0.97
Se -2.71 -5.61 -0.75
Cl -0.18 0.73 3.13
S -4.71 1.35 -3.03
S 1.96 -1.42 -2.94
O 1.74 0.07 -2.93
O 7.14 2.36 1.57
O -0.46 2.14 3.20
O -0.95 0.01 4.10
O 1.23 0.50 3.33
O 2.69 6.46 2.44
O -0.54 0.25 1.80
N 0.97 2.57 -0.11
N -0.52 -3.90 0.91
N 1.34 -2.26 -1.90
N -2.87 -1.13 -0.51
N 2.66 0.44 0.35
N -1.95 -3.60 -2.57
C -4.52 -2.65 -3.02
C 0.03 -3.02 1.76
C -3.43 0.63 -2.05
C -5.15 -0.45 -0.59
C 1.24 4.90 1.37
C 2.23 -3.76 1.23
C -3.43 -2.07 -3.65
C 0.04 3.52 -0.18
C -2.17 -2.57 -3.39
C -5.50 -1.40 0.35
C -2.17 1.02 -2.41
C -3.55 2.21 -3.94
C 1.32 6.11 2.25
C -2.28 1.95 -3.50
C 0.16 4.72 0.52
C -4.51 -2.23 0.86
C 2.03 2.75 0.68
C 3.52 -0.57 0.45
C 0.28 -4.69 0.24
C 6.64 1.06 1.81
C 4.33 1.89 1.20
C -3.21 -2.04 0.40
C -4.30 -3.72 -2.16
C 1.40 -2.91 1.95
C 1.67 -4.67 0.35
C 2.19 3.90 1.44
C -3.82 -0.33 -1.02
C 5.23 0.84 1.30
C -2.99 -4.14 -1.98
C 3.04 1.65 0.74
C 4.81 -0.42 0.92
H -3.56 -1.21 -4.30
H -1.43 2.41 -3.98
H 2.28 -5.32 -0.25
H -4.72 -3.00 1.59
H 6.99 2.58 0.65
H 1.78 -2.16 2.64
H -6.52 -1.49 0.68
H -5.12 -4.19 -1.63
H -1.29 -2.13 -3.84
H 2.73 7.15 3.11
H -0.61 5.47 0.42
H 7.30 0.30 1.38
H 3.16 -1.53 0.10
H 0.76 6.94 1.79
H 3.30 -3.71 1.34
H -0.65 -2.38 2.29
H -5.52 -2.27 -3.17
H 4.65 2.89 1.48
H 5.47 -1.28 0.97
H -5.91 0.21 -0.99
H 0.85 5.87 3.20
H -0.81 3.32 -0.82
H -3.86 2.86 -4.74
H 3.02 4.01 2.12
H -2.42 -2.69 0.75
H 6.65 0.93 2.89
```

Net charge: -1
Orbital gap in eV: 6.92

***

Which of them is the most stable? Correct choice: entry ii.

***

Entry i
Computed, not measured: a single C4H8O2S molecule, with ωB97M-V/def2-TZVPD.

```
15
Properties=species:S:1:pos:R:3
S 1.05 -1.48 -0.15
O 0.07 0.73 0.97
O -1.85 -0.04 -0.97
C -0.27 -0.66 0.86
C -1.64 -0.80 0.16
C 1.94 0.04 -0.42
C 0.83 1.08 -0.16
H 2.77 0.27 0.23
H 0.18 1.19 -1.08
H 1.28 2.08 0.05
H -2.48 -0.54 0.90
H -2.10 0.86 -0.69
H -0.21 -1.04 1.87
H 2.16 0.16 -1.46
H -1.74 -1.84 -0.11
```

Orbital gap in eV: 9.63
Structure (SMILES): OC[C@@H]1OCCS1

***

Entry ii
Computed, not measured: 2 unconnected molecules or ions with the total composition C4H8O2S, with ωB97M-V/def2-TZVPD.

```
15
Properties=species:S:1:pos:R:3
S -2.71 -0.79 -0.57
O -1.50 1.27 0.59
O -3.77 0.11 -0.10
C -1.41 -0.01 0.15
C 1.30 0.88 -0.76
C 0.65 -0.44 -0.35
C 1.14 -1.17 0.85
H 0.79 1.78 -0.34
H 1.03 -2.25 0.76
H 2.36 0.90 -0.56
H 0.45 -0.99 -1.28
H 0.70 -0.86 1.91
H 1.15 0.98 -1.78
H 2.31 -0.93 0.96
H -2.49 1.52 0.51
```

Orbital gap (spin up / spin down) in eV: 8.45 / 8.45

***

Which of them is the most stable? Correct choice: entry i.

***

Entry i
Computed, not measured: 2 unconnected molecules or ions with the total composition C7H14NO, with ωB97M-V/def2-TZVPD.

```
23
Properties=species:S:1:pos:R:3
O -1.40 0.52 -1.82
N 0.14 0.01 0.51
C 1.39 -0.83 0.58
C -1.27 1.87 -1.54
C 0.91 0.50 2.96
C -2.10 -0.20 -1.05
C -2.19 -1.67 -1.29
C 2.57 -0.54 -0.23
C 0.77 -0.04 1.62
H 2.51 -0.95 -1.29
H -2.22 -2.35 -0.51
H 1.49 -0.18 3.65
H -2.99 -1.87 -1.88
H -2.13 2.35 -1.28
H -2.66 0.18 -0.22
H 1.13 -1.86 0.86
H 2.86 0.49 -0.20
H -0.33 1.86 -0.79
H -1.24 -1.98 -1.86
H -0.14 0.55 3.26
H 1.13 1.54 2.95
H 3.35 -1.18 0.26
H -0.88 2.36 -2.44
```

Net charge: +1
Orbital gap in eV: 8.16

***

Entry ii
Computed, not measured: a molecular structure, C7H14NO, with ωB97M-V/def2-TZVPD.

```
23
Properties=species:S:1:pos:R:3
O -0.05 0.45 -1.55
N -0.22 1.60 0.86
C 0.66 -1.79 -0.68
C -0.29 -2.44 -1.35
C -2.01 -0.10 0.70
C 0.59 -0.31 -0.56
C 1.32 1.67 0.60
C 1.75 0.48 -0.11
C -0.54 0.17 0.94
H -2.27 -1.11 0.39
H -0.73 2.11 0.12
H -0.23 -3.51 -1.40
H 1.40 2.53 -0.03
H 2.32 -0.28 0.49
H -0.46 2.05 1.80
H 2.47 0.87 -1.00
H -1.15 -2.01 -1.96
H -2.45 0.11 1.72
H -0.11 -0.30 1.92
H -2.37 0.48 -0.13
H -0.72 -0.10 -2.16
H 1.41 -2.39 -0.18
H 1.66 1.81 1.57
```

Net charge: +1
Orbital gap in eV: 9.92

***

Which of them is the most stable? Correct choice: entry ii.

***

Entry i
Computed, not measured: a single C18H25N3O5S molecule, with ωB97M-V/def2-TZVPD.

```
52
Properties=species:S:1:pos:R:3
S 3.67 2.20 -0.11
O 4.37 2.66 1.06
O 2.61 -2.59 -1.84
O 0.46 0.42 -0.87
O 1.81 -4.71 -1.72
O 4.27 2.44 -1.40
N 1.95 -3.36 0.14
N -1.64 0.95 -0.26
N 2.15 2.89 -0.02
C -0.40 1.27 -0.70
C -2.76 1.86 -0.13
C -1.05 -0.22 2.34
C 1.38 2.97 -1.24
C -4.31 0.02 -0.80
C 2.43 -1.27 1.47
C 3.24 -0.31 -1.09
C 2.78 -1.60 -0.91
C -3.10 -0.90 -0.91
C 2.37 -2.07 0.34
C -2.20 -0.72 1.48
C 2.88 0.03 1.30
C 2.09 -3.67 -1.20
C 3.26 0.48 0.05
C -1.94 -0.45 -0.01
C -3.88 1.46 -1.08
C 1.41 -4.27 1.11
C -0.11 2.75 -0.96
H -3.13 1.81 0.91
H -0.69 3.07 -1.83
H -3.38 -1.92 -0.65
H -0.39 3.34 -0.09
H -3.53 1.53 -2.11
H -1.18 -0.54 3.37
H 1.75 2.18 -1.89
H 2.15 -4.47 1.89
H 2.15 3.72 0.55
H 3.55 0.08 -2.04
H 2.94 0.71 2.13
H -0.10 -0.60 1.97
H 0.51 -3.85 1.57
H -4.75 -0.04 0.20
H 2.14 -1.64 2.44
H -2.31 -1.80 1.60
H -2.45 2.88 -0.33
H -4.72 2.14 -0.96
H 1.16 -5.19 0.59
H 1.52 3.93 -1.75
H -2.75 -0.90 -1.94
H -0.99 0.87 2.32
H -1.04 -1.00 -0.30
H -3.13 -0.25 1.80
H -5.08 -0.29 -1.51
```

Orbital gap in eV: 9.00
Structure (SMILES): CC[C@H]1CCCCN1C(=O)CCNS(=O)(=O)c1ccc2c(c1)oc(=O)n2C

***

Entry ii
Computed, not measured: a single C18H25N3O5S molecule, with ωB97M-V/def2-TZVPD.

```
52
Properties=species:S:1:pos:R:3
S -3.82 2.12 -0.34
O 4.47 0.81 1.40
O -4.54 -2.33 0.24
O -6.67 -1.74 0.65
O 5.44 -1.07 -1.25
O -1.42 1.36 -0.82
N -2.77 -0.37 -0.34
N 0.79 -0.34 -1.25
N 3.57 0.18 -1.32
C -5.39 -1.46 0.34
C -5.14 -0.05 0.15
C 2.95 -0.69 -2.30
C -6.07 1.02 0.26
C 5.33 0.80 0.27
C -0.47 -0.89 -0.80
C 6.72 0.33 0.76
C 4.79 -0.13 -0.83
C -3.88 0.42 -0.17
C -6.98 -3.10 0.84
C -5.53 2.23 0.03
C 1.72 -1.36 -1.69
C -6.20 3.56 0.05
C -1.56 0.16 -0.67
C 6.53 0.14 2.26
C 5.02 -0.07 2.37
C 2.65 1.18 -0.84
C 1.42 0.51 -0.24
H -7.25 3.45 0.30
H -6.11 4.05 -0.92
H 1.72 -0.08 0.65
H -8.04 -3.14 1.08
H 3.12 1.81 -0.08
H 2.04 -2.01 -0.85
H -7.11 0.85 0.51
H -6.77 -3.68 -0.06
H -0.81 -1.62 -1.55
H 7.09 -0.70 2.66
H -2.95 -1.37 -0.21
H 4.76 -1.11 2.13
H -5.73 4.21 0.79
H 6.82 1.04 2.80
H -6.39 -3.52 1.66
H 5.36 1.82 -0.13
H 2.65 -0.09 -3.16
H 2.34 1.80 -1.69
H -0.39 -1.41 0.17
H 4.60 0.20 3.33
H 6.95 -0.62 0.27
H 0.71 1.28 0.06
H 7.50 1.05 0.52
H 3.68 -1.44 -2.60
H 1.23 -1.98 -2.45
```

Orbital gap in eV: 8.81
Structure (SMILES): COC(=O)c1cc(C)sc1NC(=O)CN1CCN(C(=O)[C@@H]2CCCO2)CC1

***

Which of them is the most stable? Correct choice: entry i.